one) The following is a quantum chemistry calculation of C36H40F7N8O3PSbV as an isolated structure, from OMol25.

XYZ file:
```
97
Properties=species:S:1:pos:R:3:mulliken_charge:R:1
V 1.73 0.21 0.98 1.104
F -2.99 -0.14 -3.88 -0.287
C -2.64 -1.13 -3.08 0.117
C -1.55 -0.96 -2.27 -0.587
C -1.24 -1.93 -1.34 0.868
C -0.10 -1.71 -0.42 1.330
O 0.60 -0.70 -0.56 -0.302
C 0.12 -2.73 0.54 0.233
C -0.64 -3.86 0.52 -0.354
N -1.67 -4.09 -0.33 0.215
C -2.44 -5.32 -0.20 -0.338
C -1.69 -6.61 -0.05 -1.015
C -2.40 -6.31 -1.33 -0.436
C -2.04 -3.12 -1.24 -0.177
C -3.15 -3.28 -2.05 -1.061
C -3.49 -2.30 -3.01 0.155
N -4.58 -2.44 -3.81 0.140
C -5.78 -3.17 -3.37 -0.528
C -6.35 -4.07 -4.45 -0.772
N -6.62 -3.26 -5.69 -0.120
C -5.37 -2.56 -6.14 -0.955
C -4.83 -1.67 -5.04 -0.596
C 1.26 -2.60 1.51 -0.309
O 1.91 -3.55 1.85 -0.595
O 1.45 -1.35 1.90 -0.598
H -0.96 -0.05 -2.32 0.653
H -0.41 -4.66 1.22 0.739
H -3.35 -5.19 0.36 0.456
H -2.11 -7.34 0.63 0.273
H -0.61 -6.58 -0.08 0.358
H -3.31 -6.85 -1.55 0.334
H -1.78 -6.08 -2.19 0.254
H -3.71 -4.19 -1.99 0.746
H -6.52 -2.42 -3.07 0.304
H -5.57 -3.77 -2.49 0.377
H -7.28 -4.53 -4.12 0.444
H -5.65 -4.85 -4.74 0.372
H -7.36 -2.58 -5.51 0.401
H -6.98 -3.87 -6.44 0.365
H -5.60 -1.97 -7.02 0.451
H -4.66 -3.34 -6.41 0.372
H -5.52 -0.85 -4.82 0.400
H -3.91 -1.24 -5.41 0.480
C 0.68 0.88 4.28 -1.775
C 1.77 1.67 3.66 1.130
N 2.40 1.37 2.52 1.067
C 3.32 2.39 2.30 -0.923
C 3.26 3.28 3.31 -0.932
N 2.28 2.81 4.16 0.258
C 1.87 3.52 5.38 -1.380
N 1.57 4.88 5.09 0.730
N 2.57 5.81 5.22 -0.572
N 2.15 6.93 4.81 -0.506
C 0.85 6.79 4.37 0.152
C -0.03 7.74 3.84 -0.688
C -1.28 7.29 3.48 -0.617
C -1.66 5.94 3.65 -0.583
C -0.80 5.00 4.18 -0.557
C 0.46 5.47 4.54 1.265
H -0.29 1.36 4.12 0.186
H 0.84 0.77 5.36 0.696
H 0.66 -0.12 3.84 0.038
H 3.95 2.42 1.42 0.652
H 3.79 4.19 3.51 0.568
H 2.69 3.51 6.09 0.217
H 1.00 3.02 5.81 0.652
H 0.27 8.77 3.72 0.450
H -2.00 7.98 3.06 0.401
H -2.66 5.64 3.36 0.414
H -1.10 3.97 4.31 0.331
C 5.05 -0.65 1.84 -1.608
P 4.02 -0.45 0.37 1.502
C 4.16 -2.04 -0.49 -1.241
C 4.81 0.76 -0.70 0.412
C 4.18 1.11 -1.90 -0.447
C 4.76 2.02 -2.76 -0.836
C 5.98 2.60 -2.43 -0.538
C 6.61 2.27 -1.24 -0.725
C 6.03 1.35 -0.37 -0.212
H 5.13 0.29 2.39 0.403
H 6.04 -1.01 1.56 0.516
H 4.58 -1.39 2.49 0.416
H 5.22 -2.23 -0.71 0.474
H 3.62 -2.01 -1.44 0.349
H 3.77 -2.85 0.13 0.404
H 3.22 0.67 -2.16 0.250
H 4.27 2.28 -3.69 0.428
H 6.43 3.32 -3.10 0.420
H 7.56 2.73 -0.98 0.423
H 6.54 1.10 0.55 0.365
F 1.66 1.88 -0.16 -0.915
Sb -0.18 2.65 -0.01 2.565
F -0.41 1.75 -1.66 -0.590
F -0.32 1.05 1.13 -0.841
F 0.35 3.45 1.60 -0.550
F -2.03 2.82 0.13 -0.517
F 0.20 4.23 -0.90 -0.491
```

Properties
**Spin multiplicity**: 4
**Orbital gap (spin up / spin down)**: 0.18690 / 0.06122 hartree
**Expectation value of S²**: 3.798
**Charge**: +3

---

two) The following is a quantum chemistry calculation of C36H40F7N8O3PSbV as an isolated structure, from OMol25.

XYZ file:
```
97
Properties=species:S:1:pos:R:3:mulliken_charge:R:1
V -0.10 -0.45 0.39 1.215
F -4.65 -2.49 5.00 -0.348
C -3.42 -2.99 4.77 0.172
C -2.71 -2.48 3.73 -0.755
C -1.39 -2.89 3.51 0.742
C -0.61 -2.33 2.44 2.040
O -1.14 -1.54 1.57 -0.788
C 0.77 -2.64 2.45 0.269
C 1.23 -3.66 3.26 -0.781
N 0.46 -4.30 4.14 0.242
C 1.02 -5.42 4.88 -0.350
C 1.76 -6.47 4.11 -0.950
C 0.41 -6.78 4.70 -0.435
C -0.85 -3.87 4.35 -0.157
C -1.61 -4.40 5.40 -0.935
C -2.91 -3.99 5.64 -0.504
N -3.65 -4.54 6.68 0.243
C -3.05 -4.79 7.97 -0.659
C -3.53 -6.10 8.57 -0.701
N -5.03 -6.04 8.69 -0.141
C -5.67 -5.75 7.35 -0.943
C -5.11 -4.46 6.77 -0.667
C 1.78 -1.86 1.67 -0.041
O 2.86 -2.25 1.37 -0.550
O 1.33 -0.60 1.42 -0.372
H -3.16 -1.73 3.09 0.664
H 2.26 -3.98 3.20 0.702
H 1.40 -5.13 5.86 0.440
H 2.64 -6.90 4.57 0.278
H 1.81 -6.37 3.04 0.341
H 0.37 -7.42 5.57 0.327
H -0.42 -6.87 4.02 0.255
H -1.18 -5.19 6.00 0.747
H -3.29 -3.96 8.66 0.278
H -1.96 -4.82 7.91 0.396
H -3.12 -6.28 9.56 0.420
H -3.31 -6.94 7.91 0.383
H -5.29 -5.31 9.35 0.393
H -5.39 -6.92 9.07 0.357
H -6.74 -5.68 7.49 0.447
H -5.44 -6.60 6.71 0.364
H -5.42 -3.60 7.39 0.401
H -5.56 -4.34 5.80 0.481
C 0.27 2.17 2.83 -1.817
C -1.01 1.95 2.11 0.492
N -1.19 1.12 1.09 1.245
C -2.53 1.20 0.72 -1.250
C -3.14 2.12 1.51 -0.689
N -2.17 2.58 2.38 0.492
C -2.38 3.61 3.41 -1.312
N -3.10 4.71 2.88 0.713
N -4.46 4.62 2.74 -0.574
N -4.88 5.62 2.09 -0.514
C -3.80 6.43 1.76 0.408
C -3.75 7.63 1.05 -0.704
C -2.51 8.20 0.88 -0.622
C -1.34 7.60 1.39 -0.635
C -1.38 6.41 2.08 -0.758
C -2.64 5.84 2.25 1.227
H 1.09 1.67 2.30 0.351
H 0.23 1.77 3.84 0.363
H 0.51 3.23 2.89 0.443
H -2.94 0.62 -0.09 0.688
H -4.15 2.49 1.54 0.692
H -1.41 3.95 3.76 0.591
H -2.94 3.18 4.24 0.171
H -4.65 8.09 0.68 0.473
H -2.43 9.14 0.35 0.437
H -0.39 8.10 1.25 0.449
H -0.48 5.97 2.50 0.403
C 1.48 3.69 -2.44 -1.315
P -0.23 3.35 -2.05 0.807
C -0.70 4.31 -0.60 -1.009
C -1.32 3.66 -3.42 0.710
C -2.32 2.74 -3.74 -0.217
C -3.17 3.02 -4.81 -0.640
C -3.01 4.19 -5.53 -0.512
C -2.00 5.10 -5.21 -0.716
C -1.15 4.83 -4.15 -0.567
H 1.61 4.77 -2.52 0.498
H 1.75 3.21 -3.38 0.408
H 2.13 3.31 -1.65 0.400
H -0.73 5.36 -0.91 0.729
H 0.04 4.18 0.19 0.302
H -1.69 4.02 -0.25 0.115
H -2.43 1.82 -3.19 0.289
H -3.94 2.32 -5.07 0.423
H -3.66 4.40 -6.37 0.416
H -1.88 6.01 -5.78 0.423
H -0.36 5.54 -3.91 0.309
F -1.01 -0.37 -1.51 -0.774
Sb 0.71 -0.72 -2.45 2.427
F 0.39 0.74 -3.55 -0.488
F 1.14 0.58 -1.01 -0.724
F 0.74 -1.97 -0.95 -0.607
F 2.51 -0.87 -2.80 -0.491
F -0.08 -1.97 -3.53 -0.478
```

Properties
**Spin multiplicity**: 4
**Orbital gap (spin up / spin down)**: 0.26859 / 0.21135 hartree
**Expectation value of S²**: 3.761
**Charge**: +3

---

Which is the most stable structure? two) is the most stable.

---

one) The following is a quantum chemistry calculation of C3H3ClN2OS2 as an isolated structure, from OMol25.

XYZ file:
```
12
Properties=species:S:1:pos:R:3:mulliken_charge:R:1
C 1.21 1.95 -0.06 0.324
C -0.36 0.53 -0.42 0.652
C -0.42 -1.79 0.77 -0.827
N 0.41 1.04 0.48 -0.523
N 1.12 2.21 -1.29 -0.350
O -1.88 -1.26 -1.54 -0.614
S 0.01 1.20 -1.98 0.123
S -1.58 -0.70 -0.19 0.423
Cl 2.22 2.77 1.03 -0.149
H -0.94 -2.27 1.69 0.291
H 0.27 -1.05 1.23 0.309
H -0.07 -2.63 0.29 0.340
```

Properties
**Orbital gap**: 0.35081 hartree

---

two) The following is a quantum chemistry calculation of a 2-piece molecular cluster, C3H3ClN2OS2 overall, from OMol25.

XYZ file:
```
12
Properties=species:S:1:pos:R:3:mulliken_charge:R:1
C 1.29 0.81 0.37 -0.157
C 0.93 0.01 -0.82 0.674
C -2.51 -0.91 0.60 -0.038
N 0.81 1.51 1.20 0.028
N 1.98 -0.07 -1.60 -0.385
O -0.16 -0.43 -0.96 -0.548
S -3.06 0.41 1.29 -0.187
S 0.30 2.32 2.36 -0.130
Cl -2.36 -2.40 1.57 -0.146
H -2.02 -0.87 -0.31 0.403
H 2.88 0.24 -1.26 0.233
H 1.92 -0.62 -2.45 0.253
```

Properties
**Orbital gap**: 0.31149 hartree

---

Which is the most stable structure? one) is the most stable.

---

one) The following is a quantum chemistry calculation of a 2-piece molecular cluster, C6H12N2O overall, from OMol25.

XYZ file:
```
21
Properties=species:S:1:pos:R:3:mulliken_charge:R:1
C 2.16 -1.16 -1.03 -0.878
C 2.12 -0.09 0.03 0.623
N 1.66 1.15 -0.46 -0.358
N 2.95 -0.20 0.99 -0.702
H 0.78 1.58 -0.71 0.178
H 2.14 1.96 -0.10 0.188
H 3.23 0.67 1.43 0.222
H 2.54 -0.79 -1.98 0.281
H 2.79 -1.98 -0.70 0.325
H 1.16 -1.57 -1.16 0.185
C -2.43 -1.06 0.94 -1.287
C -1.73 0.18 0.48 1.021
C -1.07 0.11 -0.97 -0.358
C -2.04 1.39 0.94 -0.901
O -0.86 1.05 -1.71 -0.550
H -1.05 -0.93 -1.32 0.456
H -1.71 -1.79 1.30 0.298
H -3.14 -0.84 1.74 0.390
H -3.03 -1.51 0.15 0.309
H -1.61 2.28 0.51 0.268
H -2.85 1.56 1.63 0.292
```

Properties
**Orbital gap**: 0.33176 hartree
**SMILES**: [H]/N=C(/C)N.C=C(C)C=O

---

two) The following is a quantum chemistry calculation of C6H12N2O as an isolated structure, from OMol25.

XYZ file:
```
21
Properties=species:S:1:pos:R:3:mulliken_charge:R:1
C 0.61 0.70 1.14 0.115
C 0.87 0.00 -0.65 -0.683
C 0.36 2.19 1.03 -1.260
C 1.50 -1.38 -0.53 -1.106
C -1.50 -0.18 -0.52 0.309
N -1.83 -1.31 -1.25 -0.382
C -1.41 -0.43 0.99 -0.015
N -0.44 -0.01 1.67 -0.546
O -1.97 0.93 -0.83 -0.614
H 1.55 0.43 1.61 0.449
H -1.32 -2.17 -1.09 0.229
H -2.15 -1.13 -2.19 0.239
H -2.23 -0.96 1.47 0.453
H 0.38 0.16 -1.61 0.487
H 1.66 0.75 -0.77 0.453
H -0.49 2.36 0.38 0.257
H 1.25 2.68 0.63 0.343
H 0.15 2.60 2.01 0.407
H 2.15 -1.45 0.33 0.275
H 0.75 -2.17 -0.40 0.245
H 2.11 -1.62 -1.41 0.345
```

Properties
**Orbital gap**: 0.34533 hartree

---

three) The following is a quantum chemistry calculation of C6H12N2O as an isolated structure, from OMol25.

XYZ file:
```
21
Properties=species:S:1:pos:R:3:mulliken_charge:R:1
C 0.71 0.84 -1.76 -0.798
C 0.11 1.80 -0.94 -0.312
C -2.12 -0.16 0.21 -1.257
N 1.59 -0.96 0.05 -0.217
C 0.31 -0.67 -0.58 0.746
C -0.65 0.08 0.44 0.575
N 1.60 -1.86 1.14 -0.657
C -0.21 0.60 1.61 -1.122
O -0.23 -1.56 -1.27 -0.697
H 2.22 -1.31 -0.66 0.275
H 0.81 -2.50 1.08 0.289
H 1.55 -1.34 2.01 0.301
H 0.19 0.56 -2.67 0.288
H 1.79 0.87 -1.87 0.352
H -0.88 2.18 -1.13 0.273
H 0.71 2.38 -0.25 0.262
H -2.35 -1.21 0.37 0.298
H -2.74 0.44 0.88 0.435
H -2.38 0.07 -0.82 0.291
H 0.84 0.75 1.79 0.419
H -0.90 1.00 2.35 0.256
```

Properties
**Orbital gap (spin up / spin down)**: 0.29673 / 0.29688 hartree

---

four) The following is a quantum chemistry calculation of C6H12N2O as an isolated structure, from OMol25.

XYZ file:
```
21
Properties=species:S:1:pos:R:3:mulliken_charge:R:1
C -1.79 0.54 -0.34 -0.839
C 2.56 -0.43 -0.26 -1.142
C -1.91 -0.62 -1.32 -0.952
N 0.41 -0.25 1.01 0.452
C 1.45 -1.10 0.50 0.787
C 0.10 0.93 0.41 0.344
N -0.64 -0.78 1.71 -0.942
C 0.57 2.15 0.52 -0.887
O 1.37 -2.29 0.70 -0.601
H -0.43 -1.77 1.85 0.286
H -1.50 -0.37 0.85 0.243
H -2.74 0.77 0.15 0.374
H -1.65 1.45 -0.92 0.399
H 3.23 -1.20 -0.62 0.328
H 2.18 0.15 -1.10 0.335
H 3.10 0.25 0.40 0.325
H 0.11 2.97 -0.02 0.254
H 1.39 2.38 1.19 0.313
H -0.93 -0.88 -1.73 0.233
H -2.59 -0.38 -2.14 0.354
H -2.29 -1.51 -0.82 0.338
```

Properties
**Orbital gap**: 0.33374 hartree

---

Which is the most stable structure? one) is the most stable.